DFT (ωB97M-V/def2-TZVPD) results for a structure of composition C15H37BaN2O5.

XYZ file:
```
60
C15H37BaN2O5, DFT ωB97M-V/def2-TZVPD
Ba 0.59 -0.24 1.16
O -0.04 1.70 3.19
O 1.61 -2.85 1.43
O -2.00 1.33 -2.11
O 1.97 1.59 -0.10
O -1.70 -1.32 0.25
N -1.81 1.34 0.85
N 0.79 -0.27 -1.84
C 1.40 -4.87 0.15
C -1.18 0.77 -3.10
C 2.25 -0.18 -1.78
C -1.23 2.46 3.08
C 0.27 0.84 -2.71
C 0.61 1.91 4.44
C 2.79 1.10 -1.15
C -1.60 -2.56 -0.41
C -3.27 1.73 -2.60
C 1.94 -3.42 0.22
C 2.48 2.78 0.48
C -1.66 2.58 1.63
C 3.44 -3.44 0.01
C -2.95 0.49 1.27
C -2.99 -0.85 0.53
H -0.69 -3.06 -0.05
H -0.06 1.83 5.30
H 3.08 1.90 -1.85
H 0.54 -1.05 -2.44
H 1.57 -5.28 -0.85
H 2.25 3.64 -0.16
H -2.92 0.35 2.36
H 2.68 -0.26 -2.78
H 1.42 -2.97 -0.68
H 2.66 -1.03 -1.21
H 0.32 -4.87 0.30
H -3.30 2.20 -3.60
H -2.46 -3.22 -0.36
H -1.03 3.52 3.30
H -3.81 2.35 -1.89
H -2.05 2.07 3.69
H -3.49 -1.56 1.20
H 1.87 3.01 1.35
H -3.87 0.83 -2.85
H -2.57 3.19 1.51
H -1.37 1.10 -4.12
H 3.66 -3.84 -0.99
H 3.53 2.67 0.72
H 1.23 2.81 4.37
H 0.50 1.78 -2.19
H 0.89 0.96 -3.62
H -1.47 -0.30 -3.20
H -1.95 1.46 -0.15
H -3.66 -0.73 -0.33
H -1.33 -2.55 -1.48
H 3.92 -2.45 0.06
H 1.39 1.15 4.58
H -3.86 1.09 1.11
H -0.90 3.13 1.06
H 1.82 -5.41 1.00
H 3.97 -4.01 0.77
H 3.82 0.94 -0.78
```

Results
Total charge: +1
Multiplicity: 1
Molecular weight: 462.80 g/mol
HOMO: -9.59 eV
E_LUMO: -2.3138 eV
Electronic energy: -1104.671440 a.u.

=====

DFT (ωB97M-V/def2-TZVPD) results for a structure of composition C21H26BrN5STl.

XYZ file:
```
55
C21H26BrN5STl, DFT ωB97M-V/def2-TZVPD
Tl 1.00 0.39 0.13
Br -5.45 1.20 -4.04
S -1.00 3.59 2.60
N 3.12 -1.21 -0.75
N -0.04 -0.70 -2.28
N -0.48 -1.08 1.93
N 2.11 -1.54 -2.84
N -0.42 6.02 3.51
C -2.00 -1.01 -3.72
C -0.94 6.89 5.63
C -1.62 5.72 5.94
C -3.76 0.61 -3.54
C 0.24 -3.05 -0.48
C 3.02 -2.02 -1.79
C -1.04 4.83 3.77
C -1.67 4.68 5.01
C -1.80 0.88 -2.18
C 4.74 -2.70 0.17
C 0.58 -1.87 -2.79
C -3.22 -0.55 -4.11
C -1.23 -0.32 -2.73
C 3.73 -3.19 -1.94
C 4.60 -3.54 -0.92
C -3.02 1.33 -2.58
C -0.35 7.02 4.39
C 0.30 -3.16 -2.01
C -1.12 -2.59 0.06
C -1.10 -2.39 1.57
C 3.98 -1.53 0.21
H 1.03 -2.39 -0.09
H -0.66 -3.55 -2.35
H 5.18 -4.45 -0.99
H -1.24 1.43 -1.44
H -3.44 2.24 -2.16
H -0.01 6.13 2.59
H -1.62 -1.92 -4.17
H 2.15 -0.52 -2.83
H 0.18 7.91 4.08
H 5.43 -2.92 0.97
H 3.63 -3.81 -2.82
H 4.08 -0.83 1.03
H 0.44 -4.04 -0.07
H -1.87 -3.34 -0.19
H -1.42 -1.65 -0.40
H 0.34 -2.05 -3.84
H -2.12 -2.45 1.96
H -0.87 7.70 6.35
H -0.05 -1.16 2.85
H 2.47 -1.86 -3.74
H -2.12 5.61 6.90
H -3.79 -1.09 -4.86
H 1.05 -3.89 -2.31
H -1.22 -0.40 2.05
H -0.52 -3.19 2.04
H -2.19 3.76 5.23
```

Results
Total charge: +3
Multiplicity: 1
Molecular weight: 664.83 g/mol
HOMO (alpha / beta): -16.66 / -15.41 eV
E_LUMO (alpha / beta): -9.3939 / -10.9230 eV
Electronic energy: -4233.338975 a.u.

=====

DFT (ωB97M-V/def2-TZVPD) results for a structure of composition C66H81AsN2OP2SSi3Zn.

XYZ file:
```
158
C66H81AsN2OP2SSi3Zn, DFT ωB97M-V/def2-TZVPD
As 1.41 -0.41 4.15
Zn -0.15 -0.62 0.70
S 0.03 0.23 -3.44
P -2.35 1.84 -2.26
P 0.96 -2.33 -1.03
Si -0.62 -0.81 5.35
Si 2.78 -1.56 5.72
Si 2.71 1.57 4.32
O 0.42 1.66 -3.53
N 1.34 -3.50 -0.09
N -0.75 2.41 3.76
C 3.42 -4.41 -6.28
C -1.27 5.76 4.20
C 2.28 -0.97 -1.17
C 4.61 -1.62 5.22
C -5.92 2.73 -0.30
C -3.06 1.48 -3.91
C -0.71 -0.69 -5.98
C 2.12 3.24 3.62
C -3.94 1.84 -1.32
C 4.59 -0.68 -1.85
C -1.59 -2.39 -2.41
C -2.06 4.29 -3.71
C -4.30 2.03 -4.20
C 2.25 0.35 -0.76
C -0.52 -1.40 7.17
C 1.61 -2.06 -3.98
C -3.19 4.49 5.20
C -3.53 0.14 -8.45
C -1.39 6.34 -2.64
C 4.53 0.66 -1.48
C -0.89 -2.57 -1.23
C -1.61 4.33 -1.35
C -3.58 -3.26 -1.40
C 3.47 -1.48 -1.70
C -4.35 0.56 -0.95
C 2.12 -4.87 -4.04
C -1.77 5.65 -3.78
C 3.64 -3.04 -6.97
C -0.98 4.49 6.38
C 1.99 -0.02 -5.27
C -2.86 -3.54 -0.24
C -4.72 2.93 -0.98
C -4.93 1.93 -5.45
C 4.13 1.13 3.13
C -2.02 3.63 -2.48
C -2.13 0.34 5.39
C 3.50 2.08 5.98
C 1.36 -0.68 -4.25
C -4.29 1.26 -6.44
C 3.36 1.17 -0.93
C 3.28 -2.71 1.31
C 1.43 -4.04 2.27
C -1.54 -3.16 -0.15
C -4.68 0.99 -7.87
C -6.32 1.46 0.07
C -2.37 0.74 -4.93
C 2.76 -0.86 7.51
C -1.67 4.52 5.01
C 2.34 -2.71 -5.01
C 1.53 -4.24 -2.93
C -5.53 0.36 -0.25
C 2.94 -2.03 -6.10
C -2.95 -2.68 -2.48
C -1.20 3.33 4.28
C -1.42 -0.75 -7.19
C 1.31 -2.89 -2.83
C 2.30 -3.40 5.81
C 2.59 -4.09 -5.05
C -1.10 0.04 -4.89
C -1.25 -2.29 4.34
C 2.84 -0.68 -6.18
C 2.26 -3.80 0.99
C -2.57 -0.04 -7.30
C -1.29 5.67 -1.43
C 2.98 -5.10 0.61
C -3.05 0.66 -6.17
H 2.77 -3.89 6.66
H -2.97 -0.19 5.83
H 1.05 -3.08 2.64
H -5.63 0.45 -7.92
H 5.09 1.54 3.46
H -1.26 5.37 6.96
H -0.19 5.86 4.15
H -0.97 -3.35 0.75
H -3.88 -0.83 -8.82
H 3.85 -2.98 2.20
H 2.24 -5.95 -4.05
H 0.29 -2.10 7.34
H 4.37 -4.86 -5.99
H -2.41 0.65 4.39
H 5.17 -2.27 5.89
H 2.25 -5.89 0.42
H 3.97 -2.57 0.48
H 3.55 -4.95 -0.31
H -1.17 7.40 -2.70
H 2.63 -3.91 4.90
H 4.25 0.05 3.03
H -0.94 6.19 -0.55
H -4.82 1.92 -8.42
H -1.45 -1.91 7.44
H -1.03 -1.35 -8.01
H 3.65 -5.43 1.40
H -1.95 1.24 5.98
H -2.20 -2.68 4.71
H 5.08 -0.63 5.25
H 3.33 -0.11 -6.96
H -7.24 1.33 0.63
H 0.58 -4.69 2.05
H 2.76 2.37 6.72
H 3.30 2.21 -0.66
H 1.29 -4.84 -2.06
H -5.89 2.40 -5.60
H 4.10 1.28 6.41
H 1.22 -3.55 5.88
H -3.51 3.55 5.64
H 1.80 1.04 -5.38
H -0.40 -0.57 7.86
H -3.03 0.65 -9.28
H -2.32 3.76 -4.61
H 3.23 -3.03 -7.98
H -3.70 4.63 4.25
H -4.63 -3.52 -1.47
H -1.08 -2.03 -3.30
H -4.41 3.93 -1.26
H -1.66 5.70 3.19
H -1.39 -1.98 3.30
H -1.68 6.66 4.68
H -1.28 3.60 6.94
H 2.05 -4.50 3.04
H 0.11 4.47 6.27
H 2.98 3.89 3.48
H -3.49 -2.45 -3.39
H -0.52 -3.11 4.34
H -1.82 6.15 -4.73
H 5.50 -1.09 -2.25
H -3.47 5.31 5.87
H 2.48 -1.61 8.24
H 0.21 -1.26 -5.94
H 3.93 1.52 2.13
H -5.84 -0.63 0.02
H 2.90 -5.11 -6.93
H 3.53 -2.52 -2.00
H 1.42 3.74 4.28
H 1.37 0.77 -0.31
H 3.75 -0.49 7.79
H 4.72 -2.01 4.21
H 4.16 2.94 5.82
H -3.75 -0.29 -1.25
H 4.71 -2.80 -7.05
H 5.39 1.30 -1.62
H -1.56 3.80 -0.40
H 2.76 -1.76 1.50
H -3.35 -4.04 0.59
H -6.55 3.57 -0.07
H -4.81 2.58 -3.42
H 2.06 -0.03 7.60
H 1.64 3.10 2.66
```

Results
Total charge: 0
Multiplicity: 1
Molecular weight: 1236.97 g/mol
HOMO: -6.89 eV
E_LUMO: 0.3913 eV
Electronic energy: -8712.796570 a.u.

=====

DFT (ωB97M-V/def2-TZVPD) results for a cluster of 9 separate species, C6H26O8 in total.

XYZ file:
```
40
C6H26O8, DFT ωB97M-V/def2-TZVPD
O 1.40 -2.17 -1.51
O -1.29 -2.21 -1.56
O 2.67 1.59 0.88
O 0.81 1.72 2.83
O 3.00 -0.05 -1.21
O -3.23 1.12 1.27
O 0.06 -3.78 0.13
O -1.35 2.94 1.81
C -0.14 -0.15 0.37
C -0.19 -1.49 2.42
C -0.82 -0.80 1.44
C -0.09 1.34 -1.67
C -0.77 0.97 -3.01
C -0.79 0.65 -0.54
H -1.90 0.85 -0.48
H 3.89 -0.38 -1.18
H 2.68 0.98 0.16
H -0.39 -1.84 -1.65
H -1.80 -1.50 -1.18
H -1.89 1.30 -3.02
H 0.56 0.77 3.06
H 0.97 1.13 -1.68
H -1.93 -0.69 1.50
H -0.99 3.30 1.01
H 1.66 -2.80 -2.22
H -2.54 1.74 1.54
H 2.38 -0.79 -1.31
H -0.11 -3.46 1.06
H 0.86 -1.65 2.45
H 2.89 2.45 0.47
H 1.11 -2.79 -0.77
H -0.28 1.47 -3.81
H -0.60 2.52 2.25
H 1.48 1.67 2.13
H -0.71 -0.11 -3.15
H -0.65 -3.45 -0.45
H -0.72 -2.01 3.25
H -4.07 1.50 1.65
H 0.97 -0.29 0.27
H -0.12 2.42 -1.54
```

Results
Total charge: 0
Multiplicity: 1
Structure (SMILES): C=C/C=C/CC.O.O.O.O.O.O.O.O
Molecular weight: 226.27 g/mol
HOMO: -8.70 eV
E_LUMO: 0.3185 eV
Electronic energy: -846.109552 a.u.

=====

The highest electronic energy belongs to which entry? C6H26O8

=====

Number 1 is which compound? C15H37BaN2O5

=====

Repeat the first record exactly.
DFT (ωB97M-V/def2-TZVPD) results for a structure of composition C15H37BaN2O5.

XYZ file:
```
60
C15H37BaN2O5, DFT ωB97M-V/def2-TZVPD
Ba 0.59 -0.24 1.16
O -0.04 1.70 3.19
O 1.61 -2.85 1.43
O -2.00 1.33 -2.11
O 1.97 1.59 -0.10
O -1.70 -1.32 0.25
N -1.81 1.34 0.85
N 0.79 -0.27 -1.84
C 1.40 -4.87 0.15
C -1.18 0.77 -3.10
C 2.25 -0.18 -1.78
C -1.23 2.46 3.08
C 0.27 0.84 -2.71
C 0.61 1.91 4.44
C 2.79 1.10 -1.15
C -1.60 -2.56 -0.41
C -3.27 1.73 -2.60
C 1.94 -3.42 0.22
C 2.48 2.78 0.48
C -1.66 2.58 1.63
C 3.44 -3.44 0.01
C -2.95 0.49 1.27
C -2.99 -0.85 0.53
H -0.69 -3.06 -0.05
H -0.06 1.83 5.30
H 3.08 1.90 -1.85
H 0.54 -1.05 -2.44
H 1.57 -5.28 -0.85
H 2.25 3.64 -0.16
H -2.92 0.35 2.36
H 2.68 -0.26 -2.78
H 1.42 -2.97 -0.68
H 2.66 -1.03 -1.21
H 0.32 -4.87 0.30
H -3.30 2.20 -3.60
H -2.46 -3.22 -0.36
H -1.03 3.52 3.30
H -3.81 2.35 -1.89
H -2.05 2.07 3.69
H -3.49 -1.56 1.20
H 1.87 3.01 1.35
H -3.87 0.83 -2.85
H -2.57 3.19 1.51
H -1.37 1.10 -4.12
H 3.66 -3.84 -0.99
H 3.53 2.67 0.72
H 1.23 2.81 4.37
H 0.50 1.78 -2.19
H 0.89 0.96 -3.62
H -1.47 -0.30 -3.20
H -1.95 1.46 -0.15
H -3.66 -0.73 -0.33
H -1.33 -2.55 -1.48
H 3.92 -2.45 0.06
H 1.39 1.15 4.58
H -3.86 1.09 1.11
H -0.90 3.13 1.06
H 1.82 -5.41 1.00
H 3.97 -4.01 0.77
H 3.82 0.94 -0.78
```

Results
Total charge: +1
Multiplicity: 1
Molecular weight: 462.80 g/mol
HOMO: -9.59 eV
E_LUMO: -2.3138 eV
Electronic energy: -1104.671440 a.u.